Record 1
71
Properties=species:S:1:pos:R:3:forces:R:3:lowdin_charge:R:1 method="wB97M-V/def2-TZVPD" homo_lumo_gap_ha="0.2520 / 0.2276" energy_ha=-3349.54877 s2=2.05 multiplicity=3 homo_ev="-6.4 / -6.5"
Ni 0.17398 0.63274 -0.27771 0.2 -0.1 0.9 0.185
C 2.85148 1.80095 -1.18330 0.2 -0.2 -0.7 -0.162
C 2.05247 2.26357 -0.16283 -0.8 0.4 0.1 -0.195
C 0.76066 2.60496 -0.72504 0.4 0.3 0.4 -0.279
C 0.85018 2.36912 -2.12234 0.2 0.1 -0.2 -0.179
C 2.11617 1.87157 -2.39870 0.2 0.0 0.1 -0.177
H 3.87192 1.46824 -1.09362 0.1 -0.1 0.1 0.083
H 2.36092 2.44385 0.85513 0.0 -0.1 0.1 0.077
H 0.05639 3.29256 -0.26341 0.0 -0.2 0.0 0.090
H 0.09167 2.60589 -2.84912 -0.2 -0.1 -0.1 0.089
H 2.48655 1.59302 -3.37164 0.0 -0.1 -0.1 0.086
N -0.28209 -0.92292 2.28076 0.2 -0.1 0.3 -0.091
P -0.05355 0.74716 1.94084 -0.4 -0.3 0.5 1.062
C -1.39695 1.40824 3.00597 0.1 0.1 -0.3 -0.337
C -1.40841 1.10097 4.36297 -0.1 0.0 0.0 -0.110
C -2.44770 1.52577 5.16730 0.1 -0.1 0.1 -0.076
C -3.48645 2.26384 4.62076 -0.1 0.0 0.0 -0.082
C -3.48110 2.57566 3.27186 -0.2 0.1 0.0 -0.078
C -2.43968 2.14736 2.46321 0.2 -0.1 -0.1 -0.082
C 1.37942 1.09879 3.00013 0.1 0.1 -0.2 -0.366
C 2.47857 0.24780 2.94719 -0.1 0.0 0.0 -0.093
C 3.62747 0.55440 3.65134 0.1 0.0 0.1 -0.077
C 3.68638 1.71047 4.41404 0.0 0.0 0.0 -0.082
C 2.60224 2.57235 4.44997 0.1 0.1 0.1 -0.076
C 1.45712 2.27835 3.73403 -0.1 -0.1 -0.1 -0.096
C -0.79738 -1.77200 1.33291 -0.1 -0.3 -0.1 -0.347
C -1.38207 -2.99153 1.69451 0.0 0.0 -0.1 -0.011
C -1.90244 -3.79161 0.69924 0.2 0.3 0.1 -0.052
C -1.82158 -3.36970 -0.62103 0.0 0.1 0.0 -0.011
C -1.20936 -2.15661 -0.90455 -0.4 -0.7 -0.1 -0.204
N -0.70016 -1.38919 0.05893 0.4 0.7 0.0 0.122
H -0.40100 -1.21622 3.24354 0.0 0.0 -0.2 0.108
H -0.58762 0.53632 4.78674 0.0 0.0 0.1 0.106
H -2.44329 1.28178 6.21959 0.0 0.0 0.1 0.105
H -4.29880 2.59158 5.25261 -0.1 0.1 0.0 0.104
H -4.29275 3.15252 2.85223 0.0 0.0 -0.1 0.105
H -2.43016 2.38367 1.40712 0.0 0.0 -0.1 0.095
H 2.42660 -0.64634 2.34029 0.0 -0.1 0.0 0.105
H 4.47971 -0.10772 3.61265 0.1 -0.1 0.0 0.104
H 4.57984 1.95024 4.97088 0.1 0.0 0.0 0.102
H 2.65167 3.47430 5.04170 0.0 0.1 0.0 0.105
H 0.61962 2.96230 3.74020 0.0 0.0 0.1 0.110
H -1.42798 -3.27390 2.73578 0.0 0.0 0.1 0.109
H -2.37364 -4.73305 0.94400 0.0 0.0 0.0 0.111
H -2.23138 -3.97424 -1.41373 0.0 0.0 -0.1 0.112
H -1.30821 -2.51689 -2.99690 0.0 0.1 0.1 0.121
C 3.51061 -3.70334 -3.96565 0.0 0.0 0.0 -0.091
C 2.19491 -4.12317 -4.12755 0.1 -0.2 -0.1 -0.096
C 1.15001 -3.34447 -3.69600 -0.2 0.3 0.2 -0.028
C 1.38086 -2.09536 -3.05682 0.6 -0.4 -0.3 -0.208
C 2.73501 -1.67095 -2.95402 -0.2 0.1 0.1 -0.017
C 3.76588 -2.46400 -3.38594 0.2 -0.1 -0.1 -0.084
C 0.38437 -1.30573 -2.50143 -0.3 0.5 0.2 0.033
C -1.05297 -1.68690 -2.33582 0.3 0.2 0.2 -0.205
C -1.95781 -0.51754 -2.67597 -0.1 0.0 -0.1 -0.163
C -2.64844 -0.53291 -3.88220 0.0 0.0 0.0 -0.030
C -3.44525 0.53323 -4.25852 0.0 0.1 0.0 -0.081
C -3.58670 1.62209 -3.41498 -0.1 0.0 0.0 -0.088
C -2.91578 1.64185 -2.20429 0.1 0.0 0.0 -0.071
C -2.08700 0.59051 -1.84757 -0.1 -0.1 0.3 -0.047
H 4.32457 -4.33005 -4.29356 0.1 -0.1 -0.1 0.097
H 1.99488 -5.07645 -4.59734 0.0 0.0 0.0 0.101
H 0.13702 -3.68539 -3.85066 -0.1 -0.1 0.0 0.100
H 2.93200 -0.70685 -2.51149 0.0 0.1 0.1 0.088
H 4.78735 -2.12913 -3.27985 0.1 0.1 0.0 0.103
H 0.67332 -0.36209 -2.01465 0.1 -0.3 -0.6 0.082
H -2.56462 -1.38592 -4.54010 0.1 -0.1 -0.1 0.113
H -3.95108 0.51599 -5.21284 -0.1 0.0 0.0 0.102
H -4.21997 2.44871 -3.70043 0.0 0.1 0.0 0.101
H -3.03503 2.48126 -1.53462 0.1 0.1 0.0 0.104
H -1.56349 0.63823 -0.87222 -0.7 0.0 -0.5 0.058


Record 2
33
Properties=species:S:1:pos:R:3:forces:R:3:lowdin_charge:R:1 method="wB97M-V/def2-TZVPD" relative_energy_ev=4.4551 smiles=O.O.O.O.O.O.O.O.O.O.O homo_lumo_gap_ha=0.3519 energy_ha=-840.71641 homo_ev=-10.1
O -8.52256 -17.60096 31.47411 -3.1 1.5 -0.1 -0.107
H -9.10110 -17.69811 32.29743 0.9 0.0 -1.6 0.067
H -9.10089 -16.98464 30.88293 1.8 -1.3 1.6 0.085
O -11.82430 -17.13743 32.78047 1.8 4.7 -2.2 -0.047
H -12.31034 -17.43723 33.47200 -2.4 -2.2 3.2 -0.036
H -11.90928 -16.13476 33.00565 0.6 -2.3 -1.0 0.105
O -5.92163 -17.62282 32.26169 -2.3 -0.3 -0.4 -0.129
H -6.93400 -17.71975 32.00197 3.0 0.6 0.4 0.027
H -5.64817 -16.72514 32.03407 -0.3 -0.2 0.0 0.007
O -7.92066 -19.25580 28.56044 -4.8 1.1 -5.3 0.026
H -7.38042 -19.19332 29.22435 5.6 -0.8 6.3 -0.063
H -8.20275 -18.32830 28.66771 -0.5 -0.5 -1.0 0.011
O -10.63516 -19.41343 30.19241 -5.3 -0.7 -4.7 -0.059
H -9.93777 -19.00409 30.54275 4.7 2.3 2.5 -0.113
H -10.81262 -18.80812 29.35830 0.5 -2.1 2.6 0.066
O -10.44725 -17.17272 28.57269 -1.4 1.0 -3.0 -0.091
H -10.99403 -16.53157 29.05814 0.1 -0.3 -0.1 0.084
H -10.75331 -17.04201 27.58242 0.8 -0.5 2.9 0.155
O -8.47919 -14.78859 30.09906 -3.8 1.1 -1.9 -0.059
H -7.61581 -14.50359 29.93031 2.4 0.4 -0.3 0.015
H -8.98305 -14.30187 29.32940 1.3 -1.5 2.2 0.121
O -9.03959 -14.67943 33.17671 0.4 1.1 -1.8 -0.079
H -8.95422 -14.13515 32.34538 -0.9 -0.3 1.1 0.038
H -8.21401 -15.13133 32.99707 0.4 -0.9 0.7 0.011
O -7.77835 -20.98305 32.67918 -0.2 4.4 2.3 -0.084
H -8.55263 -20.32664 32.90814 1.7 -2.5 -1.1 0.043
H -7.99679 -21.76240 32.25667 -1.4 -2.1 -1.3 -0.027
O -8.11159 -16.32196 27.38591 0.4 1.3 3.4 -0.039
H -8.41409 -16.67151 26.60425 -0.8 -1.3 -3.1 -0.009
H -8.80786 -16.57939 28.03201 0.7 0.4 -0.4 -0.016
O -9.98187 -19.34329 33.29512 5.9 4.0 -0.1 0.021
H -10.69712 -19.83013 33.36069 -5.7 -3.8 0.4 -0.013
H -9.90971 -18.79402 34.08481 -0.1 -0.2 0.0 0.090


Record 3
24
Properties=species:S:1:pos:R:3:forces:R:3:lowdin_charge:R:1 method="wB97M-V/def2-TZVPD" relative_energy_ev=0.9190 smiles="CNC(C)=O.CNC(C)=O" homo_lumo_gap_ha=0.3555 energy_ha=-497.02376 homo_ev=-9.1
C 0.75055 2.43889 0.07902 -0.5 0.8 0.9 -0.083
N -0.47504 2.12597 -0.63396 0.1 -0.5 -0.9 -0.005
C -0.43192 1.25604 -1.70794 0.4 0.3 0.8 -0.546
C -1.74990 1.02491 -2.40560 1.1 0.0 -0.7 0.004
O 0.59258 0.64250 -1.94030 -0.2 -0.2 -0.4 0.039
H 1.33992 3.22285 -0.39764 0.1 -0.2 -0.2 0.086
H 0.44057 2.82359 1.05580 0.1 0.0 0.0 0.083
H 1.36967 1.57492 0.28463 -0.1 -0.2 -0.4 0.076
H -1.18784 2.83551 -0.69294 0.0 0.0 0.3 0.129
H -2.12082 1.93790 -2.86618 -0.5 0.2 0.6 0.082
H -2.37899 0.53898 -1.66498 -0.5 0.1 -0.4 0.090
H -1.53450 0.40504 -3.27694 -0.2 -0.4 0.4 0.086
C 0.96803 -2.07244 -0.55721 -1.5 -0.5 -0.3 -0.067
N 0.47234 -1.26549 0.52915 -0.3 1.6 0.3 0.007
C 0.14646 -1.55214 1.81733 0.8 -1.3 -0.6 -0.551
C -0.36036 -0.40381 2.62875 -0.6 0.6 1.3 -0.017
O 0.25213 -2.67493 2.29232 0.1 0.3 0.0 0.035
H 1.40502 -2.97116 -0.14617 0.5 0.0 -0.2 0.084
H 0.11639 -2.36289 -1.19715 0.0 -0.4 0.3 0.086
H 1.52881 -1.47724 -1.27133 0.8 0.0 0.6 0.067
H 0.19930 -0.33455 0.26804 0.2 0.1 -0.2 0.075
H 0.35205 0.30881 3.06015 0.5 -0.2 -0.7 0.083
H -1.13456 0.19624 2.14822 0.0 -0.1 -0.2 0.076
H -0.76167 -0.83545 3.54412 -0.4 -0.2 -0.2 0.080


Record 4
21
Properties=species:S:1:pos:R:3:forces:R:3:lowdin_charge:R:1 method="wB97M-V/def2-TZVPD" relative_energy_ev=2.1026 homo_lumo_gap_ha="0.2748 / 0.2748" energy_ha=-1190.66034 homo_ev="-8.1 / -8.1"
O 2.93189 0.10356 -1.85393 -0.2 1.4 0.2 -0.008
N 1.86269 0.47583 -1.30359 1.0 -1.7 -0.9 -0.280
O 1.31671 1.69321 -1.59426 -0.1 0.1 0.3 0.100
C 1.11260 -0.30124 -0.58751 -1.5 2.7 1.0 -0.152
C 1.66886 -1.48245 -0.06990 0.5 -2.4 1.2 -0.032
C 0.83808 -2.39961 0.52412 1.8 1.2 -0.9 -0.693
Cl 1.42481 -3.85079 1.21149 0.1 -0.2 0.1 0.705
C -0.54586 -2.11649 0.54315 -3.5 -1.1 2.0 -0.138
C -1.07208 -1.01261 0.03240 -1.5 1.1 -0.6 -0.056
C -0.35516 0.20993 -0.43467 0.0 -0.5 -0.3 -0.218
N -0.71052 1.35842 0.51280 2.4 -0.6 2.5 0.065
C -2.01225 2.01327 0.97362 3.3 -1.0 0.7 -0.423
F -2.95766 1.23496 1.58586 0.4 -0.3 -0.3 0.039
F -2.57482 2.56017 -0.07065 -1.0 0.4 -1.5 0.099
H 1.95863 2.07664 -2.17888 0.8 0.4 -0.8 0.123
H 2.76880 -1.64085 -0.11733 -1.1 0.2 -0.1 0.137
H -1.36481 -2.69251 1.18915 2.4 0.5 -1.7 0.161
H -2.14332 -0.85956 0.12523 0.0 -0.2 0.1 0.109
H -0.46508 0.64776 -1.43277 -1.2 -0.7 0.0 0.137
H 0.06865 1.16049 1.25605 -2.7 1.3 -0.9 0.166
H -1.75016 2.82188 1.68961 0.2 -0.7 -0.3 0.156